(A)
Molecular formula: C3H6N2S2
Method: DFT, ωB97M-V/def2-TZVPD

Last column: Mulliken charge in e.
CARTESIAN COORDINATES (ANGSTROEM)
1 H -1.845 -0.511 -0.837  0.29
2 H 1.232 -4.117 0.407  0.25
3 H 0.064 -0.483 0.829  0.32
4 S 1.596 -2.538 -1.037  0.25
5 N 1.560 -3.110 0.394  -0.47
6 C 0.160 1.519 -0.046  -1.05
7 S 1.896 -0.550 -0.757  -0.08
8 H 0.252 2.086 -0.972  0.31
9 N -0.659 -1.846 -1.662  -0.66
10 C 0.164 -0.022 -0.159  -0.02
11 H 1.089 1.673 0.609  0.31
12 C -0.741 -0.795 -0.976  0.23
13 H -0.861 1.700 0.481  0.33

As for the HOMO-LUMO gap: 7.330 eV. The charge is 0. The LUMO energy comes out at -0.69 eV. The molar mass is 134.229 g/mol.


(B)
Molecular formula: C3H6N2S2
Method: DFT, ωB97M-V/def2-TZVPD

Last column: Mulliken charge in e.
CARTESIAN COORDINATES (ANGSTROEM)
1 H 2.401 0.714 0.380  0.31
2 H 2.775 1.475 -1.338  0.28
3 H 3.071 -0.245 -0.943  0.31
4 S -2.829 -1.412 -1.112  -0.34
5 N -3.071 0.414 0.959  -0.51
6 S 0.783 0.263 -1.357  0.00
7 C 0.064 0.879 0.065  0.36
8 N -0.517 1.406 0.915  -0.48
9 C 2.505 0.606 -0.684  -0.78
10 H 0.461 -2.036 0.405  -0.04
11 H -2.512 0.427 1.789  0.35
12 C -3.036 -0.424 0.055  0.51
13 H -0.096 -2.066 0.867  0.04

As for the HOMO-LUMO gap: 9.631 eV. The charge is 0. The LUMO energy comes out at 0.28 eV. The molar mass is 134.229 g/mol. As for the structure (SMILES): [H][H].CSC#N.N=C=S.


Ranking the structures above by stability puts (B) first and (A) last.